Computed, not measured: a 3-piece molecular cluster, C24H54BrNO4 overall, with the ωB97M-V functional and the def2-TZVPD basis.

Cartesian coordinates (Å):
C: 2.89 -1.82 2.55
O: 3.35 -0.57 2.05
C: 2.86 -0.33 0.72
C: 1.33 0.00 0.78
C: 0.44 -0.75 -0.29
C: 0.75 -2.28 -0.41
C: -0.51 -3.11 -0.89
C: -0.64 -3.19 -2.45
C: -1.27 -1.90 -3.10
C: -2.81 -1.78 -2.73
C: -3.04 -0.45 -1.97
C: -4.52 -0.18 -1.52
C: -5.25 -1.41 -0.88
C: -5.63 -1.26 0.63
C: -4.44 -1.45 1.65
N: -3.18 -0.79 1.28
C: -4.15 -2.93 2.01
O: -4.07 -3.78 0.86
C: -4.06 -5.12 1.20
Br: -2.23 -5.73 1.65
H: 1.84 -1.75 2.91
H: 2.96 -2.60 1.76
H: 3.53 -2.10 3.41
H: 3.39 0.59 0.38
H: 3.12 -1.15 0.03
H: 0.89 -0.13 1.79
H: 1.23 1.09 0.55
H: 0.50 -0.22 -1.25
H: -0.61 -0.67 0.08
H: 1.18 -2.72 0.51
H: 1.50 -2.41 -1.22
H: -0.48 -4.09 -0.39
H: -1.41 -2.57 -0.52
H: -1.33 -4.03 -2.68
H: 0.33 -3.45 -2.93
H: -1.21 -2.06 -4.19
H: -0.70 -0.99 -2.84
H: -3.42 -1.90 -3.64
H: -3.02 -2.69 -2.11
H: -2.78 0.37 -2.68
H: -2.31 -0.34 -1.14
H: -5.11 0.18 -2.38
H: -4.53 0.65 -0.78
H: -4.74 -2.38 -1.00
H: -6.22 -1.51 -1.42
H: -6.43 -1.98 0.90
H: -6.07 -0.25 0.82
H: -4.77 -0.97 2.60
H: -3.32 0.13 0.90
H: -2.69 -1.41 0.64
H: -3.13 -2.93 2.48
H: -4.84 -3.36 2.76
H: -4.79 -5.33 2.01
H: -4.37 -5.71 0.32
C: 1.51 4.37 -1.87
C: 1.90 3.04 -2.49
O: 0.81 2.32 -3.04
C: 0.10 2.96 -4.08
C: 0.95 3.28 -5.30
H: 0.75 4.22 -1.10
H: 2.38 4.85 -1.42
H: 1.09 5.05 -2.61
H: 2.32 2.39 -1.71
H: 2.69 3.17 -3.24
H: -0.40 3.86 -3.71
H: -0.70 2.27 -4.38
H: 1.76 3.98 -5.06
H: 0.34 3.73 -6.08
H: 1.41 2.37 -5.69
C: 5.46 1.39 3.07
C: 5.34 1.98 4.47
O: 5.95 3.26 4.61
C: 5.43 4.28 3.78
C: 3.95 4.56 4.00
H: 6.50 1.32 2.77
H: 5.01 0.40 3.04
H: 4.94 2.01 2.33
H: 5.86 1.32 5.17
H: 4.30 2.02 4.79
H: 5.63 4.06 2.73
H: 6.00 5.18 4.02
H: 3.33 3.69 3.77
H: 3.62 5.39 3.37
H: 3.77 4.82 5.05

Computed properties:
Frontier orbital gap = 9.92 eV
Charge = 0
SMILES = COCCCCCCCCCCCC[C@H](N)COCBr.CCOCC.CCOCC
Strongest force on any atom = 1.43 eV/A